C29H42F5N3O7 | the ωB97M-V functional and the def2-TZVPD basis

XYZ file:
```
86
Properties=species:S:1:pos:R:3:forces:R:3:mulliken_charge:R:1
F -3.442 -3.206 2.119 -1.20 1.00 -3.94 -0.30
F -2.414 -3.881 -1.284 -3.16 -1.65 3.84 -0.21
F -5.282 -2.733 0.684 4.94 -0.39 -0.26 -0.25
F -2.749 -5.238 0.775 -1.70 3.35 -3.91 -0.25
F -4.592 -4.829 -0.717 4.58 1.68 1.33 -0.24
O -0.213 4.336 0.526 1.15 -2.56 3.63 -0.29
O -6.400 -0.388 -0.762 8.20 1.40 -2.12 -0.54
O -3.982 3.181 -2.297 -0.01 -8.74 1.90 -0.57
O -1.062 4.689 2.764 6.55 -3.46 -5.11 -0.53
O -3.838 -0.230 -4.689 0.04 -0.12 -0.35 -0.70
O 2.957 2.253 5.415 0.01 0.48 -0.07 -0.65
O 4.092 -2.627 -1.549 -2.77 -0.08 -0.03 -0.37
N -4.981 0.774 -2.418 0.26 1.95 3.26 -0.29
N -3.659 -2.455 -4.930 -0.06 1.06 -0.18 -0.04
N 1.594 3.920 6.047 0.59 -0.40 -0.29 -0.16
C -0.593 -0.014 0.080 -3.40 -0.20 -1.12 0.80
C -1.349 -1.383 0.602 -1.45 2.53 -1.68 -0.40
C -3.346 -4.229 -0.175 -1.11 -1.71 -0.02 0.69
C 3.831 4.470 5.185 0.26 0.02 -0.10 -1.29
C -3.989 1.877 -1.997 0.75 2.70 -1.54 0.20
C 3.406 -3.902 -1.246 -0.45 -0.10 -1.17 -0.53
C -3.599 -1.029 -6.933 0.03 0.26 -0.13 -1.43
C -2.911 0.986 -1.141 2.15 -2.55 2.66 -0.37
C 4.216 0.401 0.353 0.80 0.45 0.07 -0.81
C -0.442 -2.489 1.403 0.59 -0.69 -0.48 -0.04
C 1.202 -0.802 2.858 0.57 -0.34 0.27 -0.21
C -3.814 -2.877 0.692 0.12 0.35 2.05 0.79
C 2.778 3.462 5.551 -0.34 -0.86 0.13 0.79
C 0.431 3.192 -0.178 1.23 0.28 -1.07 0.50
C -1.325 1.192 -0.786 -2.47 -2.72 1.02 0.04
C -3.513 -3.703 -5.638 -0.03 -0.22 0.37 -0.92
C -3.708 -1.193 -5.442 -0.04 -0.41 0.53 0.88
C 3.885 -0.247 -2.311 0.01 -0.08 1.05 -0.93
C -3.668 -0.363 -0.598 2.46 1.09 0.35 -0.23
C -0.545 2.532 -1.320 0.04 -0.56 0.66 -0.49
C 1.191 5.286 6.281 -0.44 -0.14 0.12 -0.81
C 0.097 -2.013 2.876 -0.71 0.99 0.81 -0.85
C -5.168 -0.093 -1.159 -4.56 -0.86 0.08 0.15
C 3.287 0.394 1.704 0.15 -0.37 -0.30 0.02
C 3.411 0.727 -1.041 0.55 0.31 -1.26 0.31
C 3.090 -1.683 -2.118 0.89 0.94 -0.69 0.15
C -2.957 -1.559 0.256 1.12 3.51 -1.21 0.30
C -0.100 4.142 1.986 -6.18 3.53 2.71 0.35
C 2.524 -1.076 1.928 0.64 1.41 -0.19 0.09
H -4.425 -1.546 -7.428 0.19 -0.05 -0.04 0.38
H -0.972 -3.545 1.539 0.79 2.56 -0.43 0.21
H -4.748 0.264 -3.298 0.20 0.44 0.58 0.47
H 0.817 2.433 0.626 -0.75 1.24 -1.78 -0.41
H 0.499 -2.714 0.704 -2.03 0.58 1.46 -0.05
H 1.584 -0.675 3.973 -0.84 -0.10 -2.32 0.42
H 2.697 -2.059 -3.156 0.78 0.44 1.86 0.35
H -3.654 0.033 -7.189 0.00 -0.24 0.21 0.30
H 4.121 5.046 6.068 -0.06 0.12 -0.18 0.38
H 1.968 6.002 6.010 -0.09 -0.22 0.03 0.32
H -0.844 -1.595 3.480 1.96 -0.95 -1.31 0.30
H 4.716 3.952 4.805 -0.30 -0.01 0.12 0.28
H 3.457 5.135 4.402 0.08 0.12 0.17 0.36
H -4.382 -4.325 -5.412 0.14 -0.16 -0.23 0.30
H -3.740 -2.481 -3.919 0.05 -0.07 -0.25 0.09
H 0.552 0.118 0.301 -2.51 -0.47 -0.43 -0.13
H 5.064 -0.421 -2.254 -2.66 0.19 -0.04 0.30
H -3.435 -3.563 -6.717 -0.03 0.07 0.24 0.37
H 2.258 -3.724 -1.476 2.21 -0.75 0.77 0.19
H 2.141 -1.545 -1.417 2.03 -0.34 -1.23 -0.10
H 0.751 3.539 2.531 -1.36 0.99 -1.74 0.23
H 3.805 -4.683 -2.047 -0.85 1.34 1.98 0.25
H 3.689 0.264 -3.350 0.05 -1.06 2.08 0.35
H 0.511 -2.906 3.549 -0.85 1.73 -1.92 0.35
H 2.468 1.243 1.563 1.68 -1.69 0.46 -0.41
H 0.133 2.233 -2.244 -1.44 0.58 1.95 0.36
H 2.247 0.627 -0.974 2.11 0.16 0.15 -0.37
H 3.572 -4.239 -0.137 -0.21 0.68 -2.21 0.21
H 3.957 0.648 2.656 -1.61 -0.48 -2.07 0.45
H 0.293 5.480 5.690 0.06 0.29 0.08 0.26
H -2.640 -1.419 -7.283 -0.17 -0.08 -0.09 0.39
H 2.302 -1.483 0.854 0.13 0.64 2.01 -0.55
H 0.745 0.241 2.522 0.73 -2.34 0.75 0.00
H -1.319 3.347 -1.650 1.38 -1.72 0.61 0.36
H 5.030 1.263 0.487 -1.73 -1.85 -0.32 0.32
H 3.319 -1.789 2.411 -1.74 1.22 -0.79 0.47
H -2.611 -4.198 -5.269 -0.07 -0.18 -0.24 0.29
H 0.952 5.392 7.342 0.00 0.31 -0.07 0.30
H 1.356 3.667 -0.759 -1.89 -1.17 1.33 0.20
H 3.635 1.836 -1.391 -0.50 -2.13 0.95 0.34
H 0.937 3.179 6.269 0.17 0.24 -0.07 0.23
H 4.847 -0.603 0.230 -1.59 2.02 0.34 0.28
```
Positions in Å, forces in eV/Å.

Its SMILES is COCCCCCCCCCc1cc(CCOC=O)c2c(c1C(F)(F)C(F)(F)F)C(=O)NC2=O.CNC(C)=O.CNC(C)=O. The value obtained for the strongest force on any atom is 9.00 eV/A. The value obtained for the LUMO energy is -1.3 eV. Its HOMO energy is -9.0874 eV.